w) Here is 2 unconnected molecules or ions with the total composition CH4IN2 from the OMol25 dataset. Energies are from ωB97M-V with the def2-TZVPD basis set.

Net charge: +1
Multiplicity: 1

The geometry in XYZ format:
```
8
Properties=species:S:1:pos:R:3:lowdin_charge:R:1
I -2.48 0.10 0.42 1.17
N 0.51 1.50 0.22 0.09
N 0.13 -1.30 -0.02 0.13
C -0.57 -0.27 0.14 -0.75
H 1.31 1.36 -0.43 0.04
H 0.10 2.05 -0.52 0.01
H -0.07 -2.33 0.08 0.19
H 1.08 -1.11 0.11 0.12
```

x) Here is a gas-phase ion, CH4IN2 (charge +1) from the OMol25 dataset. Energies are from ωB97M-V with the def2-TZVPD basis set.

Net charge: +1
Multiplicity: 1
SMILES: [NH2+]=CNI

The geometry in XYZ format:
```
8
Properties=species:S:1:pos:R:3:lowdin_charge:R:1
I -1.98 -0.82 1.60 0.96
N 0.36 1.16 -0.27 0.22
N -0.33 -0.98 0.32 -0.36
C 0.50 -0.13 -0.25 -0.23
H -0.33 -1.93 0.17 0.02
H 1.00 1.71 -0.76 0.13
H -0.40 1.49 0.22 0.07
H 1.20 -0.49 -1.02 0.18
```

The structure with the greatest stability is x).

w) Here is a molecular structure, C12H23AsGeI3NOPd from the OMol25 dataset. Energies are from ωB97M-V with the def2-TZVPD basis set.

Multiplicity: 3

The geometry in XYZ format:
```
43
Properties=species:S:1:pos:R:3:lowdin_charge:R:1
I -1.71 1.57 3.25 0.76
I -3.68 1.42 -0.19 0.06
I -1.51 -1.70 -2.05 0.26
Pd -1.03 0.62 0.05 0.45
As 1.80 -0.54 -1.45 1.02
Ge -1.27 -1.72 2.74 0.71
O 1.04 0.43 -0.27 -0.63
N -0.23 2.27 -2.03 0.03
C -0.67 4.81 -1.13 -0.06
C -3.06 -2.15 1.92 -0.24
C 0.11 -2.92 1.91 -0.22
C -0.79 0.14 2.05 -0.99
C -0.58 4.55 -2.48 -0.06
C -0.33 3.22 -2.92 -0.12
C 3.66 0.23 -1.33 -0.19
C 2.19 -2.39 -1.08 -0.23
C -1.48 -1.80 4.67 -0.27
C 1.32 -0.47 -3.36 -0.28
C -0.73 3.69 -0.26 -0.09
C -0.54 2.41 -0.78 -0.37
H -2.46 -1.35 4.87 0.01
H -0.17 -4.00 1.88 0.03
H -3.74 -1.32 2.00 -0.02
H -0.80 3.81 0.82 0.08
H 0.97 -2.82 2.57 0.01
H -3.64 -3.00 2.34 0.02
H 2.27 -0.73 -3.85 0.04
H 3.98 0.60 -0.34 0.04
H -2.92 -2.35 0.82 -0.02
H 4.41 -0.54 -1.65 0.04
H -0.42 5.34 -3.18 0.09
H -0.70 -1.28 5.22 0.01
H 0.63 -1.30 -3.54 -0.09
H 2.98 -2.75 -1.67 0.03
H -0.61 5.85 -0.77 0.12
H -0.03 2.97 -3.93 0.10
H 0.26 0.33 2.04 -0.07
H 3.74 1.11 -1.93 0.01
H 0.38 -2.57 0.93 -0.05
H 2.54 -2.40 -0.04 0.06
H -1.49 -2.87 5.04 0.04
H 1.03 0.52 -3.70 0.02
H 1.28 -2.93 -1.22 -0.02
```

x) Here is a molecular structure, C12H23AsGeI3NOPd from the OMol25 dataset. Energies are from ωB97M-V with the def2-TZVPD basis set.

Multiplicity: 3

The geometry in XYZ format:
```
43
Properties=species:S:1:pos:R:3:lowdin_charge:R:1
I -1.29 0.79 -1.98 1.26
I -0.93 -4.27 -2.30 -0.42
I 0.71 -1.87 2.99 0.06
Pd -0.12 -0.44 0.81 0.51
As 2.68 -1.11 -0.45 1.03
Ge -0.35 2.99 0.74 0.72
O 1.83 0.14 0.49 -0.71
N -1.81 -1.36 0.10 -0.14
C 4.13 -1.57 0.70 -0.24
C 0.02 3.06 2.68 -0.21
C -3.65 -1.40 -1.50 -0.12
C -3.73 -2.83 0.38 -0.05
C -2.46 -0.93 -1.01 -0.53
C -2.49 -2.35 0.80 -0.10
C 3.37 -0.61 -2.20 -0.20
C -1.19 1.26 0.14 -0.73
C 1.10 3.32 -0.53 -0.24
C -1.85 4.20 0.56 -0.24
C -4.36 -2.30 -0.74 -0.05
C 1.65 -2.73 -0.78 -0.35
H -2.66 3.60 0.10 0.02
H -2.16 4.55 1.56 0.03
H 0.62 3.94 2.96 0.03
H -4.07 -0.96 -2.41 0.11
H -5.33 -2.70 -1.03 0.12
H 0.93 3.26 -1.64 0.02
H 3.90 -2.60 1.14 0.06
H 2.40 -3.49 -1.14 0.07
H 0.98 -2.46 -1.59 -0.12
H 4.14 -0.94 1.61 0.04
H 3.72 0.46 -2.28 0.06
H 1.45 4.37 -0.33 0.04
H -1.56 5.07 -0.04 0.02
H -2.23 1.01 0.47 -0.01
H -0.90 3.19 3.26 0.02
H 5.13 -1.63 0.22 0.04
H 1.93 2.71 -0.26 -0.02
H -1.97 -2.71 1.66 0.04
H -4.11 -3.72 0.90 0.12
H 2.59 -0.86 -2.94 0.04
H 4.21 -1.26 -2.34 0.03
H 0.59 2.21 3.08 0.01
H 1.15 -3.03 0.14 -0.04
```

The structure with the greatest stability is w).

w) Here is a single C3H5NS3 molecule from the OMol25 dataset. Energies are from ωB97M-V with the def2-TZVPD basis set.

Multiplicity: 1
SMILES: S=CNCC(=S)S

The geometry in XYZ format:
```
12
Properties=species:S:1:pos:R:3:lowdin_charge:R:1
S 3.28 0.40 -0.30 0.46
S -3.18 -0.49 -0.28 0.65
S -1.39 1.96 -0.11 0.81
N 0.68 -0.38 -0.47 -0.15
C 1.87 -0.44 0.19 -0.74
C -0.65 -0.68 0.11 -0.35
C -1.74 0.36 -0.18 -1.29
H -0.67 -0.47 1.20 0.13
H 1.85 -0.89 1.27 0.10
H 0.82 0.28 -1.54 0.25
H 0.01 1.95 0.53 0.03
H -0.88 -1.61 -0.41 0.09
```

x) Here is a single C3H5NS3 molecule from the OMol25 dataset. Energies are from ωB97M-V with the def2-TZVPD basis set.

Multiplicity: 1
SMILES: S=C1SCCN1S

The geometry in XYZ format:
```
12
Properties=species:S:1:pos:R:3:lowdin_charge:R:1
S 2.45 -0.20 0.15 0.81
S -1.50 1.55 -0.08 0.84
S 1.38 2.63 0.12 0.55
N 0.80 0.13 -0.33 -0.52
C 0.37 1.33 -0.11 -1.21
C -1.46 -0.31 0.43 -0.44
C -0.28 -0.96 -0.18 -0.24
H 0.05 -1.70 0.50 0.08
H -2.43 -0.81 0.19 0.09
H -0.69 -1.47 -1.19 0.16
H -1.45 -0.52 1.44 0.04
H 2.76 0.33 -0.93 -0.18
```

y) Here is a molecular structure, C3H5NS3 from the OMol25 dataset. Energies are from ωB97M-V with the def2-TZVPD basis set.

Multiplicity: 1

The geometry in XYZ format:
```
12
Properties=species:S:1:pos:R:3:lowdin_charge:R:1
S -0.96 2.79 -1.34 0.65
S -1.34 0.18 -0.35 0.86
S -2.14 -2.79 0.54 0.70
N -0.51 -2.26 0.47 -0.43
C -0.22 -1.08 0.16 -0.64
C 1.26 1.61 -0.09 -0.16
C -0.21 1.57 -0.57 -1.10
H 1.40 1.31 0.92 0.06
H 1.67 2.58 -0.21 0.05
H -1.75 -3.97 1.00 -0.15
H 0.83 -0.84 0.14 0.06
H 1.96 0.90 -0.66 0.11
```

z) Here is a molecular structure, C3H5NS3 from the OMol25 dataset. Energies are from ωB97M-V with the def2-TZVPD basis set.

Multiplicity: 1

The geometry in XYZ format:
```
12
Properties=species:S:1:pos:R:3:lowdin_charge:R:1
S -2.59 0.28 0.00 0.67
S 2.02 -0.90 -0.06 0.86
S -0.02 1.44 -0.05 0.59
N -1.87 -1.13 -0.09 -0.45
C 0.43 -0.23 0.07 -1.02
C 3.04 0.64 0.10 -0.39
C -0.63 -1.29 0.09 -0.41
H 2.73 1.53 -0.54 0.04
H -0.24 -2.35 0.07 0.11
H -3.84 -0.37 0.48 -0.06
H 2.84 0.99 1.15 0.05
H 4.03 0.32 -0.18 0.01
```

The structure with the greatest stability is y).

w) Here is 2 unconnected molecules or ions with the total composition C3H11NO from the OMol25 dataset. Energies are from ωB97M-V with the def2-TZVPD basis set.

Multiplicity: 1
SMILES: NCCO.C

The geometry in XYZ format:
```
16
Properties=species:S:1:pos:R:3:lowdin_charge:R:1
O 0.07 0.39 -1.03 -0.09
N -1.27 -2.02 1.36 -0.01
C -0.32 -1.13 0.74 -0.29
C 2.15 2.61 -0.51 -0.05
C -0.97 -0.32 -0.37 -0.27
H 2.47 1.58 -0.42 0.01
H -1.67 0.36 0.13 0.12
H -1.51 -0.90 -1.12 0.11
H -1.91 -2.41 0.68 0.06
H 2.26 2.91 -1.56 0.02
H -0.34 1.09 -1.55 0.09
H -0.82 -2.83 1.76 0.06
H 1.11 2.70 -0.23 0.00
H 0.56 -1.59 0.28 0.11
H 0.07 -0.40 1.45 0.11
H 2.79 3.22 0.12 0.02
```

x) Here is 2 unconnected molecules or ions with the total composition C3H11NO from the OMol25 dataset. Energies are from ωB97M-V with the def2-TZVPD basis set.

Multiplicity: 1
SMILES: CNC.CO

The geometry in XYZ format:
```
16
Properties=species:S:1:pos:R:3:lowdin_charge:R:1
O -1.15 -0.95 -0.26 -0.18
N 0.81 0.95 -0.58 -0.21
C -1.42 -2.25 0.25 -0.15
C 1.69 0.33 0.43 -0.13
C 0.01 2.05 0.01 -0.13
H 1.94 1.11 1.17 0.08
H 1.06 -0.25 1.10 0.07
H -0.59 1.63 0.80 0.08
H 2.40 -0.36 -0.04 0.09
H -0.60 -2.94 0.03 0.07
H 0.61 2.93 0.32 0.08
H -0.33 -0.44 -0.40 0.00
H 1.37 1.36 -1.31 0.10
H -2.26 -2.60 -0.34 0.08
H -1.46 -2.14 1.33 0.07
H -0.64 2.40 -0.80 0.08
```

The structure with the greatest stability is w).

w) Here is 2 unconnected molecules or ions with the total composition C3H11NO from the OMol25 dataset. Energies are from ωB97M-V with the def2-TZVPD basis set.

Multiplicity: 1
SMILES: CCCN.O

The geometry in XYZ format:
```
16
Properties=species:S:1:pos:R:3:lowdin_charge:R:1
O -1.11 0.74 -2.73 -0.09
N -0.62 -1.49 -0.09 -0.02
C 0.51 -1.12 0.83 -0.28
C 0.93 0.29 0.35 -0.30
C 0.02 1.37 0.83 -0.13
H -0.84 -2.45 0.21 0.07
H 1.95 0.37 0.78 0.10
H 0.23 -1.17 1.89 0.11
H 1.02 0.36 -0.75 0.10
H -1.40 -0.91 0.23 0.06
H -0.89 1.23 0.21 0.06
H -0.17 0.94 -2.93 0.05
H -0.26 1.28 1.89 0.08
H 0.40 2.39 0.65 0.08
H -1.07 0.04 -2.03 0.01
H 1.31 -1.86 0.65 0.11
```

x) Here is 2 unconnected molecules or ions with the total composition C3H11NO from the OMol25 dataset. Energies are from ωB97M-V with the def2-TZVPD basis set.

Multiplicity: 1
SMILES: CCCN.O

The geometry in XYZ format:
```
16
Properties=species:S:1:pos:R:3:lowdin_charge:R:1
O -4.44 0.91 2.04 -0.07
N 0.13 -0.33 1.01 -0.02
C 1.19 -0.58 0.03 -0.32
C 2.49 -0.37 -2.11 -0.12
C 1.36 0.26 -1.24 -0.27
H 0.37 0.38 1.69 0.05
H 0.47 0.17 -1.88 0.10
H 2.16 -0.64 0.53 0.12
H 3.46 0.02 -1.78 0.07
H 2.42 0.08 -3.09 0.06
H -4.99 0.13 1.93 0.03
H 2.34 -1.44 -2.23 0.07
H -3.49 0.69 2.02 0.04
H 1.63 1.31 -1.09 0.10
H -0.71 -0.05 0.52 0.06
H 0.88 -1.56 -0.37 0.11
```

The structure with the greatest stability is w).

w) Here is 3 unconnected molecules or ions with the total composition C3H11NO from the OMol25 dataset. Energies are from ωB97M-V with the def2-TZVPD basis set.

Multiplicity: 1

The geometry in XYZ format:
```
16
Properties=species:S:1:pos:R:3:lowdin_charge:R:1
O 1.70 -0.45 1.01 -0.34
N 1.51 -1.89 1.04 -0.06
C -1.03 -0.52 -1.04 -0.11
C -0.50 1.90 -0.34 -0.11
C -0.59 0.44 0.08 -0.35
H 0.31 0.06 0.99 0.15
H -1.47 2.26 -0.69 0.07
H -1.31 0.34 0.90 0.12
H 2.30 -2.28 0.54 0.06
H 0.79 -0.03 0.15 0.14
H -0.19 2.54 0.49 0.07
H 0.21 2.03 -1.16 0.08
H 1.65 -2.15 2.01 0.06
H -0.35 -0.45 -1.89 0.08
H -2.03 -0.26 -1.39 0.07
H -1.01 -1.55 -0.69 0.07
```

x) Here is 2 unconnected molecules or ions with the total composition C3H11NO from the OMol25 dataset. Energies are from ωB97M-V with the def2-TZVPD basis set.

Multiplicity: 1
SMILES: CCN.CO

The geometry in XYZ format:
```
16
Properties=species:S:1:pos:R:3:lowdin_charge:R:1
O 3.87 -0.20 0.46 -0.14
N -1.46 0.76 -0.67 -0.02
C -1.40 -0.60 -0.12 -0.35
C -2.86 -1.07 0.11 -0.13
C 2.97 0.80 -0.16 -0.12
H 2.88 1.60 0.57 0.07
H -0.93 0.96 -1.51 0.06
H -0.95 -0.47 0.90 0.11
H -3.64 -0.88 -0.63 0.07
H 4.10 0.23 1.28 0.05
H 2.00 0.27 -0.22 0.07
H -1.06 1.39 0.02 0.05
H -3.12 -0.50 1.02 0.06
H -2.91 -2.02 0.63 0.06
H -0.86 -1.44 -0.60 0.10
H 3.36 1.17 -1.11 0.07
```

The structure with the greatest stability is x).